Model i:
C4H5NO | wB97M-V/def2-TZVPD

The value obtained for the molecular weight is 83.1 g/mol. Its multiplicity is 3. The value obtained for the frontier orbital gap (spin up / spin down) is 7.33 / 8.08 eV.

Each line ends with the natural charge from an NBO analysis.
Positions of all 11 atoms, in Å:
C 0.059 -0.288 -0.344  0.14
C 0.338 0.677 0.838  -0.01
C 0.524 -0.650 1.576  0.16
C -0.530 0.171 -1.681  -0.65
N 0.212 -1.434 0.326  -0.27
O -0.598 0.136 1.805  -0.46
H 0.963 1.521 1.053  0.22
H 1.097 -0.763 2.453  0.21
H -0.862 1.130 -1.726  0.22
H -1.359 -0.527 -1.873  0.22
H 0.156 0.028 -2.426  0.22

=====

Model ii:
C4H5NO | wB97M-V/def2-TZVPD

The value obtained for the molecular weight is 83.1 g/mol. Its multiplicity is 3. The value obtained for the frontier orbital gap (spin up / spin down) is 9.88 / 8.80 eV.

Each line ends with the natural charge from an NBO analysis.
Positions of all 11 atoms, in Å:
C 0.396 0.050 -1.663  -0.58
C 1.486 -0.423 -2.120  0.71
C 0.023 -0.351 -0.230  -0.38
C 1.114 0.254 0.720  -0.41
N 1.221 1.534 0.506  -0.08
O 2.380 -1.030 -2.477  -0.44
H -0.108 1.007 -1.987  0.28
H -1.029 -0.031 0.104  0.23
H 0.092 -1.463 -0.281  0.22
H 0.713 0.218 1.784  0.23
H 1.961 -0.491 0.747  0.23

=====

We find model ii to be the most stable, with the next structure 57.8 kcal/mol higher.

=====

Model i:
CH3IS2 | wB97M-V/def2-TZVPD

The value obtained for the molecular weight is 206.1 g/mol. Its multiplicity is 1. The value obtained for the frontier orbital gap (spin up / spin down) is 6.68 / 8.41 eV.

Each line ends with the natural charge from an NBO analysis.
Positions of all 7 atoms, in Å:
C 0.326 -1.485 -1.053  -0.50
S 0.181 1.908 1.204  0.04
S -0.194 0.069 1.820  -0.16
I 0.248 0.462 -1.920  0.13
H 1.020 -1.567 -0.218  0.20
H -0.654 -2.009 -1.137  0.20
H -0.927 2.621 1.304  0.10

=====

Model ii:
CH3IS2 | wB97M-V/def2-TZVPD

The value obtained for the molecular weight is 206.1 g/mol. Its multiplicity is 1. The value obtained for the frontier orbital gap (spin up / spin down) is 7.52 / 5.81 eV.

Each line ends with the natural charge from an NBO analysis.
Positions of all 7 atoms, in Å:
C -0.781 -0.070 -0.273  -0.81
S -0.297 -0.676 1.318  0.33
S 1.038 0.636 1.828  -0.17
I 2.690 -0.260 -1.250  -0.08
H -1.657 0.702 -0.051  0.24
H -1.087 -0.811 -1.073  0.25
H 0.094 0.479 -0.498  0.25

=====

We find model ii to be the most stable, with the next structure 34.6 kcal/mol higher.

=====

Model i:
C10H12O2 | wB97M-V/def2-TZVPD

The value obtained for the molecular weight is 164.2 g/mol. Its multiplicity is 1. The value obtained for the frontier orbital gap is 8.09 eV.

Each line ends with the natural charge from an NBO analysis.
Positions of all 24 atoms, in Å:
C 2.915 0.329 0.047  0.83
C 1.202 -0.785 -1.638  -0.41
C 0.548 -1.889 -0.893  0.03
C 1.654 0.158 -0.494  -0.31
C 1.036 -0.217 0.963  -0.18
C 0.466 0.913 0.212  0.02
C 0.391 -1.548 0.540  0.18
C -0.833 0.962 -0.510  -0.65
C 0.965 2.230 0.782  -0.59
C -0.706 -2.054 1.401  -0.64
O 3.905 0.343 0.694  -0.41
O 1.229 -2.545 0.150  -0.49
H 2.076 -0.954 -2.243  0.23
H 0.393 -0.404 -2.171  0.22
H -0.113 -2.497 -1.423  0.19
H -0.724 1.354 -1.462  0.22
H -1.505 1.416 0.258  0.24
H -1.330 -0.017 -0.535  0.22
H 0.479 2.355 1.717  0.23
H 0.866 2.900 -0.069  0.20
H 2.050 2.143 0.966  0.21
H -1.187 -1.139 1.867  0.22
H -0.143 -2.789 2.022  0.24
H -1.509 -2.637 0.822  0.21

=====

Model ii:
C10H12O2 | wB97M-V/def2-TZVPD

The value obtained for the molecular weight is 164.2 g/mol. Its multiplicity is 1. The value obtained for the frontier orbital gap is 8.38 eV.

Each line ends with the natural charge from an NBO analysis.
Positions of all 24 atoms, in Å:
C -2.068 0.814 0.475  -0.25
C -1.054 1.880 0.184  -0.13
C -1.847 -0.463 0.288  -0.12
C 0.256 1.544 0.049  -0.05
C 2.033 -0.195 -0.164  0.72
C -0.484 -1.000 0.035  -0.12
C 0.596 0.145 -0.020  0.21
C 1.398 2.568 -0.148  -0.64
C -0.460 -1.604 -1.378  -0.59
C -0.014 -2.053 1.080  -0.59
O 2.818 -0.509 -0.974  -0.59
O 1.993 -0.216 1.087  -0.53
H -3.083 1.064 0.641  0.22
H -1.321 2.902 0.094  0.22
H -2.586 -1.278 0.285  0.21
H 1.495 2.754 -1.218  0.23
H 2.372 2.246 0.216  0.24
H 1.127 3.531 0.304  0.22
H 0.514 -1.946 -1.616  0.23
H -0.871 -0.924 -2.086  0.21
H -1.182 -2.362 -1.320  0.21
H 0.881 -2.500 0.901  0.22
H -0.736 -2.845 1.238  0.21
H 0.223 -1.554 2.045  0.23

=====

We find model ii to be the most stable, with the next structure 83.2 kcal/mol higher.

=====

Model i:
C10H14N2O3 | wB97M-V/def2-TZVPD

The value obtained for the molecular weight is 210.2 g/mol. Its multiplicity is 1. The value obtained for the frontier orbital gap (spin up / spin down) is 7.34 / 7.47 eV.

Each line ends with the natural charge from an NBO analysis.
Positions of all 29 atoms, in Å:
C 0.765 0.981 0.293  -0.31
C -0.431 -0.946 -0.533  -0.32
C -0.199 1.123 1.188  0.17
C -1.506 -0.553 0.288  0.13
C 0.693 -0.054 -0.653  0.30
C -2.262 2.563 2.287  0.71
C -3.579 0.173 2.099  -0.72
C 2.402 0.846 -2.053  -0.41
C 1.644 -1.389 -2.478  -0.40
C -2.280 0.978 2.119  0.47
N -1.394 0.479 1.151  -0.40
N 1.653 -0.263 -1.571  -0.35
O -1.910 2.991 3.334  -0.64
O -2.562 3.030 1.179  -0.68
O -1.087 -0.347 3.587  -0.98
H 1.655 1.521 0.307  0.23
H -0.550 -1.825 -1.167  0.23
H 0.015 1.745 2.099  0.28
H -2.493 -1.021 0.290  0.24
H -3.972 -0.151 1.157  0.22
H -3.559 -0.708 2.710  0.27
H -4.350 0.899 2.446  0.25
H 2.282 1.794 -1.714  0.23
H 3.418 0.715 -2.000  0.20
H 2.073 0.803 -3.098  0.20
H 1.317 -1.033 -3.445  0.19
H 2.657 -1.575 -2.547  0.22
H 0.907 -2.107 -2.137  0.22
H -1.009 0.089 4.491  0.45

=====

Model ii:
C10H14N2O3 | wB97M-V/def2-TZVPD

The value obtained for the molecular weight is 210.2 g/mol. Its multiplicity is 1. The value obtained for the frontier orbital gap is 9.43 eV.

Each line ends with the natural charge from an NBO analysis.
Positions of all 29 atoms, in Å:
C -1.420 1.376 -0.699  0.80
C -2.094 -1.142 -0.662  0.58
C 0.654 0.444 2.184  -0.42
C 0.647 0.369 -1.401  -0.07
C 0.895 -0.129 1.030  -0.17
C -2.049 0.185 0.030  -0.28
C 1.644 0.415 -0.207  -0.11
C -2.882 -2.268 -0.012  -0.70
C 2.675 -0.684 -0.640  -0.60
C 2.197 1.774 0.013  -0.61
N -3.168 0.461 2.063  0.08
N -2.553 0.370 1.152  0.13
O -1.985 2.471 -0.595  -0.59
O -1.577 -1.329 -1.755  -0.58
O -0.298 1.310 -1.292  -0.46
H 0.018 -0.122 2.869  0.20
H 0.901 1.501 2.493  0.21
H 1.264 0.699 -2.279  0.19
H 0.232 -0.567 -1.614  0.22
H 0.545 -1.164 0.878  0.19
H -3.345 -2.760 -0.854  0.25
H -3.562 -1.736 0.622  0.21
H -2.335 -2.873 0.656  0.24
H 3.205 -0.398 -1.562  0.21
H 1.943 -1.466 -0.922  0.21
H 3.399 -1.006 0.160  0.23
H 2.672 2.066 -0.831  0.21
H 2.937 1.732 0.782  0.21
H 1.439 2.472 0.393  0.22

=====

We find model ii to be the most stable, with the next structure 39.3 kcal/mol higher.

=====

Model i:
C5H9N3O2 | wB97M-V/def2-TZVPD

Its SMILES is O=c1cc[nH]c(=O)[nH]1.CN. The value obtained for the molecular weight is 143.1 g/mol. Its multiplicity is 1. The value obtained for the frontier orbital gap is 9.61 eV.

Each line ends with the natural charge from an NBO analysis.
Positions of all 19 atoms, in Å:
O -0.833 3.391 -2.238  -0.55
C -0.893 2.317 -1.669  0.66
C -1.699 1.129 -2.177  -0.37
C -1.864 -0.048 -1.457  0.03
N -1.376 -0.188 -0.136  -0.60
C -0.941 0.861 0.513  0.79
O -0.590 0.829 1.711  -0.62
N -0.544 2.002 -0.314  -0.68
H -1.976 1.124 -3.250  0.24
H -2.518 -0.899 -1.797  0.23
H -1.342 -1.061 0.308  0.43
H 0.098 2.656 0.225  0.44
C 3.456 -3.432 2.261  -0.42
N 3.505 -4.840 2.105  -0.84
H 3.099 -2.801 1.450  0.19
H 3.091 -3.196 3.339  0.17
H 4.495 -3.019 2.344  0.18
H 4.412 -5.114 2.591  0.37
H 2.578 -5.237 2.588  0.36

=====

Model ii:
C5H9N3O2 | wB97M-V/def2-TZVPD

The value obtained for the molecular weight is 143.1 g/mol. Its multiplicity is 1. The value obtained for the frontier orbital gap (spin up / spin down) is 6.98 / 8.99 eV.

Each line ends with the natural charge from an NBO analysis.
Positions of all 19 atoms, in Å:
C -1.117 -0.585 0.098  -0.41
C 1.298 -0.905 -0.414  -0.36
C -1.187 0.710 -0.822  -0.30
C 0.840 0.031 -1.632  -0.31
C 0.251 -0.661 0.670  -0.16
N 0.165 1.115 -1.170  -0.16
N 0.601 0.631 1.090  -0.15
N 0.074 1.169 2.234  0.58
O -0.436 0.373 3.051  -0.43
O 0.119 2.360 2.399  -0.35
H -1.901 -0.388 0.765  0.24
H -1.279 -1.476 -0.480  0.21
H 1.508 -1.903 -0.670  0.22
H 2.240 -0.574 -0.056  0.23
H -1.821 0.283 -1.690  0.22
H -1.801 1.555 -0.324  0.22
H 1.893 0.365 -1.980  0.22
H 0.308 -0.609 -2.406  0.21
H 0.245 -1.490 1.337  0.27

=====

We find model i to be the most stable, with the next structure 159.5 kcal/mol higher.

=====

Model i:
CH20Mn2O13 | wB97M-V/def2-TZVPD

The value obtained for the molecular weight is 350.0 g/mol. Its multiplicity is 11. Its net charge is +2. The value obtained for the frontier orbital gap (spin up / spin down) is 8.10 / 7.97 eV.

Each line ends with the natural charge from an NBO analysis.
Positions of all 36 atoms, in Å:
Mn -2.201 -2.244 -0.133  1.74
Mn 1.762 1.775 -1.026  1.72
C -0.439 -0.367 -0.173  1.00
O -0.499 -1.288 -1.079  -0.91
O -1.418 -0.422 0.676  -0.91
O 0.495 0.479 -0.104  -0.88
O 1.494 -3.297 0.896  -0.91
H 1.538 -2.737 0.110  0.48
H 0.569 -3.523 1.009  0.44
O 3.215 1.435 0.519  -1.03
H 2.827 1.344 1.411  0.54
H 4.153 1.621 0.662  0.53
O -1.292 -0.885 3.478  -0.95
H -1.286 -0.055 3.966  0.48
H -1.246 -0.656 2.543  0.47
O 1.722 -2.722 -2.107  -0.97
H 1.277 -3.405 -2.621  0.49
H 1.081 -2.003 -2.032  0.48
O 2.700 0.286 -2.155  -1.01
H 2.476 0.009 -3.056  0.54
H 3.384 -0.333 -1.856  0.55
O -2.096 2.317 1.453  -0.97
H -3.004 2.396 1.147  0.48
H -1.746 1.483 1.112  0.48
O 1.204 1.999 2.549  -0.97
H 0.763 1.248 2.128  0.48
H 0.718 2.126 3.373  0.50
O -3.968 -1.156 -0.365  -1.01
H -4.846 -1.575 -0.373  0.54
H -4.091 -0.310 0.092  0.54
O -1.426 -0.942 -3.721  -0.95
H -1.130 -0.941 -2.802  0.47
H -2.344 -0.652 -3.709  0.47
O 0.753 3.400 -0.139  -1.02
H -0.033 3.246 0.415  0.55
H 0.934 4.348 -0.088  0.54

=====

Model ii:
CH20Mn2O13 | wB97M-V/def2-TZVPD

The value obtained for the molecular weight is 350.0 g/mol. Its multiplicity is 11. Its net charge is +2. The value obtained for the frontier orbital gap (spin up / spin down) is 6.87 / 6.76 eV.

Each line ends with the natural charge from an NBO analysis.
Positions of all 36 atoms, in Å:
Mn -3.959 -14.179 -16.018  1.82
Mn -7.606 -9.759 -15.141  1.65
C -5.694 -11.584 -15.145  0.99
O -4.893 -12.572 -15.275  -0.96
O -6.495 -11.396 -14.158  -0.87
O -5.839 -10.700 -16.057  -0.86
O -3.407 -10.142 -13.017  -0.93
H -4.065 -10.815 -13.219  0.45
H -3.247 -10.239 -12.069  0.48
O -5.381 -11.727 -18.645  -0.98
H -5.476 -11.443 -17.713  0.49
H -6.194 -11.456 -19.078  0.47
O -3.511 -8.821 -16.414  -0.94
H -3.393 -7.957 -16.001  0.47
H -4.329 -9.174 -16.042  0.47
O -9.298 -11.112 -15.163  -0.99
H -9.115 -12.027 -15.413  0.51
H -10.095 -11.154 -14.610  0.53
O -5.750 -14.949 -16.843  -1.04
H -6.417 -15.618 -16.611  0.55
H -6.142 -14.426 -17.568  0.54
O -8.149 -13.016 -12.592  -0.95
H -7.492 -12.516 -13.129  0.48
H -8.811 -13.338 -13.211  0.45
O -4.924 -13.335 -12.096  -0.93
H -5.181 -13.096 -12.994  0.46
H -5.224 -12.599 -11.552  0.48
O -8.279 -10.048 -17.435  -0.98
H -9.052 -10.575 -17.681  0.51
H -7.974 -9.649 -18.262  0.51
O -7.261 -8.878 -13.231  -1.00
H -7.790 -8.427 -12.555  0.53
H -6.476 -9.208 -12.764  0.53
O -6.636 -7.920 -15.793  -0.98
H -6.361 -7.771 -16.713  0.52
H -7.062 -7.089 -15.527  0.52

=====

We find model i to be the most stable, with the next structure 18.0 kcal/mol higher.

=====

Model i:
CH5FNO | wB97M-V/def2-TZVPD

Its SMILES is [NH3+]COF. The value obtained for the molecular weight is 66.1 g/mol. Its multiplicity is 1. Its net charge is +1. The value obtained for the frontier orbital gap is 12.21 eV.

Each line ends with the natural charge from an NBO analysis.
Positions of all 9 atoms, in Å:
N 0.430 0.456 -0.342  -0.71
C -0.644 -0.285 0.567  0.05
O -1.817 -0.616 -0.310  -0.13
F -2.932 0.245 -0.072  -0.09
H 0.863 -0.241 -1.045  0.46
H 1.183 0.710 0.185  0.43
H 0.063 1.260 -0.912  0.47
H -0.348 -1.321 0.996  0.27
H -0.829 0.367 1.357  0.23

=====

Model ii:
CH5FNO | wB97M-V/def2-TZVPD

The value obtained for the molecular weight is 66.1 g/mol. Its multiplicity is 1. Its net charge is +1. The value obtained for the frontier orbital gap (spin up / spin down) is 10.37 / 8.88 eV.

Each line ends with the natural charge from an NBO analysis.
Positions of all 9 atoms, in Å:
C -0.542 0.678 0.417  -0.04
N -0.590 -0.529 -0.437  -0.76
O 1.620 0.138 0.837  -0.04
F 2.182 -0.179 -0.299  -0.09
H -0.009 1.558 -0.019  0.25
H -1.155 0.727 1.340  0.25
H -1.537 -0.730 -0.722  0.47
H -0.162 -1.362 0.054  0.48
H 0.194 -0.300 -1.171  0.49

=====

We find model i to be the most stable, with the next structure 65.4 kcal/mol higher.

=====

Model i:
BeH8O4 | wB97M-V/def2-TZVPD

The value obtained for the molecular weight is 81.1 g/mol. Its multiplicity is 1. Its net charge is +2. The value obtained for the frontier orbital gap is 14.62 eV.

Each line ends with the natural charge from an NBO analysis.
Positions of all 13 atoms, in Å:
Be 0.123 0.151 0.081  1.72
O 0.417 -0.578 1.512  -1.04
H 0.471 -0.190 2.355  0.55
H 0.128 -1.489 1.781  0.56
O -0.170 -1.212 -1.034  -1.02
H 0.413 -1.683 -1.592  0.54
H -0.975 -1.734 -1.031  0.54
O -1.441 0.792 -0.105  -1.04
H -2.304 0.478 -0.247  0.55
H -1.623 1.745 0.094  0.55
O 1.327 1.103 -0.443  -1.07
H 1.697 2.041 -0.375  0.60
H 1.937 0.575 -0.998  0.55

=====

Model ii:
BeH8O4 | wB97M-V/def2-TZVPD

The value obtained for the molecular weight is 81.1 g/mol. Its multiplicity is 1. Its net charge is +2. The value obtained for the frontier orbital gap is 14.77 eV.

Each line ends with the natural charge from an NBO analysis.
Positions of all 13 atoms, in Å:
Be 0.041 0.029 0.054  1.70
O -0.358 0.436 1.556  -1.02
H -0.615 -0.410 2.031  0.54
H -1.019 1.035 1.866  0.56
O -0.728 1.155 -0.882  -1.05
H -0.493 2.036 -1.231  0.57
H -1.612 1.014 -1.271  0.56
O -0.418 -1.481 -0.362  -1.02
H -1.167 -1.992 -0.073  0.56
H 0.286 -2.047 -0.550  0.54
O 1.674 0.063 -0.252  -1.05
H 2.064 0.755 -0.834  0.57
H 2.343 -0.594 -0.052  0.56

=====

We find model ii to be the most stable, with the next structure 4.7 kcal/mol higher.